{
  "formula": "C40H54N8Tl",
  "method": "wB97M-V/def2-TZVPD",
  "orbital_gap_ev": [3.13, 3.23],
  "lumo_energy_ev": [-11.2, -11.1],
  "charge": 3,
  "symbols": ["Tl", "C", "N", "C", "C", "N", "C", "C", "C", "C", "C", "C", "C", "C", "C", "N", "C", "N", "C", "C", "N", "C", "C", "C", "N", "C", "C", "H", "H", "H", "H", "H", "H", "H", "H", "H", "H", "H", "H", "H", "H", "H", "H", "H", "H", "H", "H", "H", "H", "H", "H", "H", "H", "H", "H", "H", "H", "C", "C", "C", "C", "C", "C", "C", "C", "N", "C", "C", "C", "C", "N", "C", "C", "C", "C", "C", "C", "C", "C", "H", "H", "H", "H", "H", "H", "H", "H", "H", "H", "H", "H", "H", "H", "H", "H", "H", "H", "H", "H", "H", "H", "H", "H"],
  "coordinates": [[-0.643, -0.710, -0.229], [1.551, -0.350, -2.572], [2.628, 0.193, -1.778], [3.166, 1.439, -2.282], [3.012, -0.366, -0.619], [2.116, -1.062, 0.106], [2.450, -2.233, 0.685], [3.492, -2.998, 0.083], [3.851, -4.251, 0.515], [3.157, -4.824, 1.564], [2.083, -4.144, 2.169], [1.402, -4.817, 3.200], [0.370, -4.202, 3.882], [0.071, -2.894, 3.585], [0.740, -2.148, 2.575], [0.362, -0.850, 2.420], [0.071, -0.127, 3.510], [0.758, -0.291, 4.662], [0.196, -0.065, 5.976], [2.126, -0.756, 4.699], [-0.874, 0.827, 3.445], [-0.849, 2.054, 4.216], [-2.004, 0.720, 2.553], [1.727, -2.813, 1.780], [4.262, -0.146, -0.166], [5.409, -0.016, -1.044], [4.600, -0.246, 1.236], [1.840, -0.338, -3.625], [0.643, 0.260, -2.473], [1.360, -1.387, -2.291], [2.334, 2.081, -2.575], [3.795, 1.294, -3.161], [3.738, 1.955, -1.516], [3.978, -2.587, -0.788], [4.640, -4.793, 0.019], [3.425, -5.807, 1.919], [1.697, -5.827, 3.440], [-0.181, -4.731, 4.642], [-0.741, -2.414, 4.110], [-0.873, 0.103, 5.926], [0.680, 0.765, 6.491], [0.370, -0.964, 6.571], [2.542, -0.789, 3.696], [2.195, -1.747, 5.153], [2.711, -0.065, 5.308], [0.126, 2.213, 4.665], [-1.611, 2.064, 5.000], [-1.056, 2.886, 3.541], [-2.131, -0.313, 2.230], [-1.890, 1.373, 1.681], [-2.903, 1.029, 3.088], [5.133, -0.209, -2.076], [6.155, -0.758, -0.749], [5.874, 0.967, -0.967], [3.707, -0.113, 1.843], [5.308, 0.547, 1.475], [5.066, -1.202, 1.489], [-4.546, -1.479, 0.155], [-4.351, -2.027, -1.226], [-4.956, -3.204, -1.621], [-4.791, -3.692, -2.912], [-4.000, -3.005, -3.825], [-3.355, -1.837, -3.470], [-2.478, -1.121, -4.445], [-3.562, -1.325, -2.166], [-2.936, -0.161, -1.796], [-3.304, 1.038, -1.997], [-4.590, 1.382, -2.672], [-2.394, 2.149, -1.644], [-3.003, 3.492, -1.428], [-1.133, 1.907, -1.592], [-0.210, 2.952, -1.710], [-0.190, 3.695, -2.917], [-1.067, 3.347, -4.078], [0.711, 4.739, -3.049], [1.597, 5.058, -2.034], [1.608, 4.297, -0.876], [0.732, 3.234, -0.708], [0.785, 2.451, 0.569], [-5.425, -1.921, 0.618], [-4.673, -0.397, 0.139], [-3.679, -1.725, 0.774], [-5.569, -3.738, -0.913], [-5.289, -4.598, -3.213], [-3.877, -3.390, -4.823], [-2.384, -1.697, -5.359], [-1.484, -0.961, -4.031], [-2.898, -0.151, -4.702], [-5.116, 0.478, -2.978], [-4.402, 1.999, -3.551], [-5.234, 1.953, -2.005], [-3.796, 3.424, -0.684], [-3.454, 3.890, -2.335], [-2.251, 4.198, -1.083], [-1.236, 2.274, -4.136], [-0.608, 3.683, -5.005], [-2.028, 3.851, -4.002], [0.708, 5.315, -3.962], [2.272, 5.892, -2.148], [2.292, 4.535, -0.074], [1.811, 2.164, 0.789], [0.171, 1.553, 0.503], [0.418, 3.061, 1.390]],
  "forces_ev_per_angstrom": [[-0.92, -0.05, -0.70], [-0.40, -0.31, -0.20], [0.25, -0.45, 0.74], [0.38, 0.56, -0.26], [0.78, 0.82, -1.16], [-0.33, -0.98, 1.31], [-0.33, 1.01, -0.67], [0.50, -0.73, -0.04], [0.18, 0.39, -0.43], [-0.26, 0.01, 0.12], [-0.06, 0.49, -0.16], [0.15, -0.01, -0.09], [-0.29, 0.34, 0.14], [-0.12, -0.78, 0.53], [-0.34, 1.20, -0.11], [1.02, -1.07, -0.63], [-0.59, 0.80, 0.90], [-0.17, -0.02, -0.56], [-0.25, 0.13, 0.48], [0.52, -0.11, -0.04], [0.39, -0.61, 0.12], [0.07, 0.37, 0.37], [-0.24, -0.22, -0.38], [-0.13, -0.44, 0.01], [-0.61, -0.21, -0.01], [0.42, 0.12, -0.38], [0.03, 0.05, 0.53], [0.02, -0.01, 0.07], [0.05, 0.00, -0.05], [-0.04, 0.07, -0.08], [-0.05, -0.02, 0.06], [0.04, -0.10, 0.01], [-0.03, -0.01, 0.03], [0.09, 0.02, -0.05], [0.09, -0.05, -0.04], [0.00, -0.15, 0.05], [0.03, -0.16, 0.07], [-0.07, -0.06, 0.07], [-0.07, 0.08, 0.06], [-0.04, 0.03, -0.02], [-0.03, 0.07, -0.02], [0.01, -0.02, 0.01], [0.07, 0.04, 0.07], [0.01, -0.01, 0.01], [0.03, -0.03, -0.05], [0.03, -0.01, -0.02], [0.05, -0.03, -0.06], [0.02, -0.02, -0.01], [-0.10, 0.08, 0.03], [0.01, 0.01, 0.00], [-0.01, -0.06, -0.05], [-0.01, 0.02, -0.01], [-0.05, 0.01, 0.04], [-0.05, 0.03, -0.03], [0.03, 0.05, 0.03], [-0.02, -0.01, 0.04], [0.02, 0.01, -0.07], [-0.03, 0.00, -0.05], [0.44, 0.61, -0.58], [0.07, -0.27, -0.44], [0.01, 0.19, 0.09], [-0.19, -0.35, 0.41], [-0.19, 0.33, 0.79], [-0.10, 0.08, -0.06], [-1.24, -1.57, -0.72], [1.75, 1.44, 1.06], [-0.73, -1.46, -0.29], [-0.17, 0.00, -0.10], [0.99, 0.41, 0.27], [0.14, 0.30, -0.03], [-0.69, -0.79, -0.11], [0.63, 1.07, -0.05], [0.19, -0.35, 0.35], [-0.07, 0.07, -0.05], [0.11, -0.02, 0.13], [-0.01, -0.08, 0.22], [0.03, 0.12, -0.23], [-0.40, -0.08, -0.27], [-0.07, 0.07, -0.16], [0.01, 0.00, 0.09], [-0.01, 0.02, 0.12], [0.05, 0.09, 0.19], [-0.14, -0.10, 0.06], [-0.07, -0.14, -0.02], [0.02, -0.09, -0.19], [0.05, 0.00, -0.09], [0.19, 0.11, 0.03], [0.06, 0.18, -0.10], [0.04, 0.06, 0.02], [-0.04, 0.07, -0.07], [-0.08, 0.08, 0.02], [-0.08, -0.05, 0.02], [-0.08, 0.00, -0.03], [-0.05, 0.05, 0.00], [-0.09, -0.08, -0.11], [-0.02, -0.04, -0.03], [-0.17, -0.02, -0.09], [0.04, 0.04, -0.11], [0.08, 0.07, 0.01], [0.12, 0.05, 0.06], [0.11, -0.09, 0.15], [0.04, 0.03, 0.17], [-0.06, -0.04, 0.25]]
}



{
  "formula": "C4H6N3",
  "method": "wB97M-V/def2-TZVPD",
  "de_lowest_kcal_mol": 189.36,
  "orbital_gap_ev": [6.30, 9.23],
  "lumo_energy_ev": [-8.7, -5.9],
  "charge": 1,
  "symbols": ["C", "C", "C", "C", "N", "N", "N", "H", "H", "H", "H", "H", "H"],
  "coordinates": [[-0.144, -1.899, -1.551], [-0.074, -0.802, -0.679], [2.200, 1.056, 0.448], [-1.108, -0.101, 0.083], [1.112, -2.127, -1.960], [1.916, -1.298, -1.461], [1.252, -0.512, -0.689], [-0.983, -2.489, -1.859], [3.237, 0.990, 0.196], [1.481, 1.509, 1.096], [-2.006, -0.714, 0.146], [-1.382, 0.839, -0.407], [-0.775, 0.123, 1.096]],
  "forces_ev_per_angstrom": [[-1.33, -0.09, 0.05], [0.87, -1.27, -1.08], [-1.17, -2.30, -2.01], [-0.37, 0.43, 0.16], [1.46, 2.12, 1.52], [-0.37, -1.85, -1.52], [1.25, 3.61, 2.92], [-0.12, -0.12, -0.06], [0.18, -0.25, -0.16], [-0.43, -0.14, 0.10], [0.03, 0.01, 0.04], [0.02, -0.09, 0.03], [-0.01, -0.08, 0.02]]
}